1.
{"formula": "C5H9NO2", "method": "ωB97M-V/def2-TZVPD", "symbols": ["C", "N", "C", "C", "C", "O", "C", "O", "H", "H", "H", "H", "H", "H", "H", "H", "H"], "xyz": [[-2.294, -0.895, 0.497], [-1.116, -0.230, 0.019], [0.179, -0.798, -0.312], [0.705, 0.601, -0.703], [1.762, 1.204, 0.201], [0.998, 0.681, -2.065], [-0.877, 1.051, -0.290], [-1.508, 2.068, -0.270], [-2.661, -1.610, -0.244], [-2.080, -1.425, 1.428], [-3.058, -0.143, 0.680], [0.145, -1.492, -1.154], [0.685, -1.263, 0.538], [1.414, 1.224, 1.230], [1.977, 2.224, -0.111], [2.679, 0.620, 0.143], [1.055, 1.610, -2.314]], "atomic_forces_ev_per_a": [[-0.079, -0.031, 0.033], [-0.346, -0.613, 0.284], [0.228, -0.006, -0.211], [-1.963, 0.653, 0.932], [-0.144, -0.191, -0.331], [0.099, -0.037, -0.165], [2.609, -0.011, -0.832], [-0.373, 0.136, 0.056], [-0.038, 0.010, 0.055], [-0.066, 0.003, -0.014], [-0.044, -0.016, 0.009], [0.026, 0.016, 0.004], [-0.009, 0.010, 0.005], [-0.011, 0.006, 0.124], [0.003, 0.098, 0.036], [0.110, -0.003, -0.007], [-0.003, -0.022, 0.023]], "orbital_gap_ha": 0.36016, "charge": 0, "smiles": "CN1C[C@@](C)(O)C1=O"}

***

2.
{"formula": "C11H27NO3Si", "method": "ωB97M-V/def2-TZVPD", "symbols": ["C", "C", "O", "Si", "C", "N", "C", "C", "C", "C", "O", "C", "C", "O", "C", "C", "H", "H", "H", "H", "H", "H", "H", "H", "H", "H", "H", "H", "H", "H", "H", "H", "H", "H", "H", "H", "H", "H", "H", "H", "H", "H", "H"], "xyz": [[-1.873, 3.110, 0.458], [-0.373, 3.062, 0.189], [0.133, 1.797, 0.476], [-0.137, 0.675, -0.730], [-0.445, -1.036, -0.050], [0.386, -1.257, 1.178], [0.841, -2.648, 1.452], [-0.214, -3.702, 1.827], [-0.211, -0.603, 2.361], [0.754, -0.385, 3.505], [-1.396, 1.109, -1.689], [-1.514, 0.373, -2.878], [-2.911, 0.507, -3.409], [1.251, 0.479, -1.671], [2.437, 0.357, -0.960], [3.683, 0.384, -1.852], [-2.362, 2.384, -0.178], [-2.060, 2.808, 1.489], [-2.320, 4.079, 0.189], [0.119, 3.830, 0.794], [-0.082, 3.261, -0.869], [-0.233, -1.760, -0.825], [-1.480, -1.112, 0.229], [1.383, -2.957, 0.539], [1.603, -2.580, 2.250], [-1.006, -3.696, 1.057], [-0.622, -3.451, 2.805], [0.232, -4.706, 1.905], [-0.590, 0.357, 1.966], [-1.070, -1.178, 2.693], [1.147, -1.340, 3.890], [1.617, 0.190, 3.241], [0.375, 0.156, 4.361], [-0.742, 0.727, -3.556], [-1.253, -0.671, -2.658], [-3.112, -0.249, -4.170], [-3.626, 0.335, -2.632], [-3.092, 1.520, -3.806], [2.445, 1.249, -0.309], [2.352, -0.551, -0.333], [3.586, -0.441, -2.569], [4.626, 0.271, -1.305], [3.755, 1.304, -2.405]], "atomic_forces_ev_per_a": [[0.036, 0.116, -0.560], [-0.233, 1.459, -0.843], [-0.021, -1.624, -0.417], [1.421, -0.655, -0.001], [0.535, 0.308, 1.683], [0.393, -0.498, 0.301], [0.467, 0.468, -0.673], [0.125, 0.489, -0.319], [-0.143, 0.539, -1.068], [0.522, -0.764, 0.385], [0.532, 0.644, 0.845], [0.329, -0.598, -0.316], [0.047, 0.272, -0.752], [-2.138, 0.557, -0.805], [1.200, 0.648, 1.299], [-0.579, -0.935, -0.021], [-0.169, -0.154, -0.086], [-0.054, 0.376, 0.098], [0.242, -0.151, 0.461], [0.226, -0.268, 0.103], [-0.653, 0.487, 0.482], [0.186, -0.286, -0.069], [-0.997, -0.336, -0.082], [-0.204, -0.029, 0.366], [-0.319, -0.063, -0.372], [0.147, -0.207, 0.450], [-0.302, -0.113, -0.038], [-0.126, 0.358, -0.163], [0.132, -0.373, 0.626], [-0.441, -0.163, 0.271], [-0.235, 0.237, -0.050], [0.576, 0.327, -0.705], [-0.750, -0.016, 0.106], [-0.103, 0.032, -0.443], [-0.279, -0.121, -0.252], [0.094, 0.206, -0.209], [-0.400, -0.097, 0.669], [0.086, -0.425, 0.031], [0.569, -0.503, 0.305], [0.554, 0.343, -0.151], [0.247, 0.159, 0.027], [-0.362, -0.119, 0.156], [-0.158, 0.470, -0.268]], "orbital_gap_ha": 0.32676, "charge": 0, "smiles": "CCO[Si](CN(CC)CC)(OCC)OCC"}

***

3.
{"formula": "C5H8O", "method": "ωB97M-V/def2-TZVPD", "symbols": ["C", "C", "C", "C", "O", "C", "H", "H", "H", "H", "H", "H", "H", "H"], "xyz": [[2.286, 0.773, 0.348], [-0.911, 0.318, -0.901], [-0.706, -1.223, -0.826], [-1.889, -0.841, -0.093], [-1.567, -0.412, 1.217], [-1.251, 0.672, 0.396], [1.760, 0.176, 1.096], [2.565, 1.743, 0.768], [3.195, 0.258, 0.026], [1.601, 0.913, -0.501], [0.091, -1.520, -0.137], [-0.722, -1.782, -1.760], [-2.906, -0.720, -0.425], [-1.545, 1.644, 0.792]], "atomic_forces_ev_per_a": [[-0.175, 0.056, -0.243], [0.508, 0.188, 0.234], [0.062, -0.129, 0.101], [-0.147, -0.286, -0.142], [-0.099, -0.071, -0.052], [0.087, 0.488, -0.064], [0.162, 0.066, 0.031], [-0.122, -0.154, -0.042], [-0.180, 0.018, 0.025], [0.396, 0.026, 0.243], [-0.153, -0.006, -0.210], [-0.222, 0.347, 0.187], [-0.158, -0.456, 0.150], [0.041, -0.089, -0.216]], "orbital_gap_ha": 0.35638, "charge": 0}